Formula: C8H7Br2NO3
Source: the OMol25 dataset
Level of theory: ωB97M-V/def2-TZVPD

CARTESIAN COORDINATES (ANGSTROEM)
C (-2.68593, -0.28427, -1.40786)
C (-1.88956, 0.87800, -1.48267)
C (-2.34364, -1.33592, -0.52357)
C (-0.83190, 1.07642, -0.62568)
C (-1.25948, -1.15420, 0.30494)
C (-0.55324, 0.06741, 0.34272)
C (0.53178, 0.18885, 1.20726)
C (2.09148, -0.28191, 0.09640)
N (3.31033, -0.14124, 0.94987)
O (3.45107, -1.04252, 1.74466)
O (3.99733, 0.85681, 0.84209)
O (0.79770, 1.42061, 1.67967)
Br (2.24212, 1.08187, -1.21538)
Br (1.81369, -2.05685, -0.60197)
H (-3.65905, -0.48086, -1.95162)
H (-2.02605, 1.76540, -2.28333)
H (-3.06317, -2.13665, -0.52336)
H (-0.07122, 1.98197, -0.73307)
H (-0.97549, -1.92177, 1.14214)
H (0.61590, -0.52269, 1.98585)
H (0.50734, 2.04154, 1.05292)

Output
LUMO level: -0.0176 Eh
charge: 0
total energy: -5737.36805 Ha
HOMO-LUMO gap: 8.918 eV
relative energy (zero: lowest compared OMol25 entry of this formula, charge and spin): 1.2203 eV
spin multiplicity: 1

Formula: C8H7BrF3NO
Source: the OMol25 dataset
Level of theory: ωB97M-V/def2-TZVPD

CARTESIAN COORDINATES (ANGSTROEM)
C (-1.04337, -0.08524, 1.19386)
C (-1.08790, -0.40903, -1.22947)
C (-2.44395, 0.15241, 1.24526)
C (-2.46847, -0.12010, -1.16967)
C (-0.44950, -0.36379, -0.03344)
C (-3.10815, 0.11023, 0.04839)
C (1.89930, -0.13870, -0.31404)
C (2.24706, 1.09916, 0.43389)
N (2.58070, -1.20796, 0.28727)
O (2.10581, -0.11295, -1.65171)
F (1.92111, 0.92264, 1.71225)
F (3.66996, 1.29243, 0.55160)
F (1.71923, 2.27027, -0.09347)
Br (-5.04903, 0.15238, 0.04037)
H (-0.51135, -0.03516, 2.16637)
H (-0.73079, -0.78925, -2.16685)
H (-3.04189, 0.00674, 2.16751)
H (-2.95423, -0.10871, -2.19427)
H (2.58699, -1.25320, 1.28622)
H (2.42711, -2.05380, -0.19032)
H (1.73138, 0.67164, -2.08973)

Output
LUMO level (alpha / beta): 0.0054 / 0.0054 Eh
charge: 0
total energy: -3312.55206 Ha
HOMO-LUMO gap (alpha / beta): 8.572 / 8.571 eV
relative energy (zero: lowest compared OMol25 entry of this formula, charge and spin): 2.9688 eV
spin multiplicity: 1

Formula: C8H7BrN2O
Source: the OMol25 dataset
Level of theory: ωB97M-V/def2-TZVPD

CARTESIAN COORDINATES (ANGSTROEM)
Br (2.53413, -0.18852, -0.44810)
C (0.55036, -0.47247, -0.52614)
C (0.05087, -1.68157, 0.06976)
C (-0.94721, -2.40532, -0.62416)
C (-1.32488, -2.01006, -1.91246)
C (-0.89275, -0.72156, -2.32912)
N (0.00429, -0.00196, -1.62667)
H (0.40367, -1.83055, 1.01920)
H (-1.22495, -3.39496, -0.16050)
H (-1.78147, -2.62105, -2.66103)
H (-1.21463, -0.34380, -3.26964)
C (-0.39760, 1.77948, 1.98326)
C (-0.01365, 1.69063, 0.68994)
O (1.28705, 2.07244, 0.66138)
C (1.69004, 2.26877, 1.87800)
N (0.66487, 2.10868, 2.73513)
H (-1.25127, 1.69156, 2.52015)
H (-0.80153, 1.63746, -0.20869)
H (2.66467, 2.42278, 2.20968)

Output
LUMO level: -0.0109 Eh
charge: 0
total energy: -3067.69693 Ha
HOMO-LUMO gap: 8.372 eV
relative energy (zero: lowest compared OMol25 entry of this formula, charge and spin): 1.5337 eV
spin multiplicity: 1

Formula: C8H7BrN2O3
Source: the OMol25 dataset
Level of theory: ωB97M-V/def2-TZVPD

CARTESIAN COORDINATES (ANGSTROEM)
O (1.08941, -1.84519, -1.69335)
N (1.59919, -0.77220, -1.19468)
O (3.02048, -0.78485, -1.37264)
C (1.09341, 0.27528, -0.56580)
Br (2.33714, 1.61223, -0.16565)
C (-0.33438, 0.43986, -0.31259)
C (-1.34922, -0.35467, -1.02858)
C (-2.63901, -0.01421, -0.71484)
C (-3.07029, 0.96683, 0.15723)
C (-2.06680, 1.70343, 0.79011)
C (-0.74365, 1.37797, 0.58987)
H (3.27610, -1.63031, -1.94425)
H (-1.11108, -1.16381, -1.63338)
H (-3.39695, -0.57862, -1.32987)
H (-4.16851, 1.10925, 0.40425)
H (-2.37992, 2.44621, 1.48875)
H (-0.04999, 1.87105, 1.28107)
N (2.72406, -1.63340, 1.68472)
C (1.77245, -0.93669, 1.86131)
O (0.66644, -0.63938, 2.06456)
H (3.73112, -1.44878, 1.63377)

Output
LUMO level (alpha / beta): 0.0014 / 0.0014 Eh
charge: 0
total energy: -3218.14735 Ha
HOMO-LUMO gap (alpha / beta): 8.543 / 8.544 eV
relative energy (zero: lowest compared OMol25 entry of this formula, charge and spin): 0.6542 eV
spin multiplicity: 1

Formula: C8H7CeNO4
Source: the OMol25 dataset
Level of theory: ωB97M-V/def2-TZVPD

CARTESIAN COORDINATES (ANGSTROEM)
Ce (0.67489, 0.01424, 0.62388)
C (1.14815, -1.66257, 2.27670)
O (1.37194, -2.52147, 3.02242)
C (1.37205, -2.16987, -0.43461)
O (1.71891, -3.25621, -0.62979)
C (3.14280, -0.42652, 0.36176)
O (4.20434, -0.84874, 0.17335)
C (-0.98572, -1.78606, 0.62224)
O (-1.53475, -2.80738, 0.64550)
C (-0.16843, 0.77200, -4.24746)
H (-1.25096, 0.92828, -4.18110)
H (0.46922, 1.66203, -4.26684)
C (0.35352, -0.46236, -4.34708)
H (1.43343, -0.62233, -4.42863)
H (-0.28464, -1.35450, -4.34413)
C (-2.21632, 2.67286, 3.50855)
C (-1.42985, 1.92375, 2.57694)
N (-0.75739, 1.34242, 1.81840)
H (-3.21884, 2.83282, 3.08947)
H (-1.73951, 3.64584, 3.69965)
H (-2.30284, 2.12378, 4.46077)

Output
LUMO level (alpha / beta): -0.5291 / -0.5263 Eh
charge: +3
<S²>: 0.75
total energy: -1138.62253 Ha
HOMO-LUMO gap (alpha / beta): 3.934 / 4.044 eV
spin multiplicity: 2

Formula: C8H7ClN2
Source: the OMol25 dataset
Level of theory: ωB97M-V/def2-TZVPD

CARTESIAN COORDINATES (ANGSTROEM)
C (3.20670, -0.64164, -0.02418)
C (2.54491, -1.83771, -0.20883)
C (-2.07960, 1.51211, 0.10413)
C (-2.84658, 0.38555, 0.04294)
C (2.24578, 0.33845, 0.14535)
C (1.21191, -1.59358, -0.22260)
C (-0.62186, 1.50576, 0.10175)
C (-4.07778, 0.85247, -0.05251)
N (1.00018, -0.27838, -0.01320)
N (-0.23924, 0.27231, -0.15568)
Cl (-5.25668, -0.42453, -0.13531)
H (4.16832, -0.52452, 0.20910)
H (2.92143, -2.88189, -0.29167)
H (-2.54043, 2.54610, 0.27198)
H (-2.38489, -0.63758, -0.08585)
H (2.34172, 1.31300, 0.41328)
H (0.40515, -2.30324, -0.38575)
H (0.00095, 2.39730, 0.28705)

Output
LUMO level (alpha / beta): -0.0618 / -0.0618 Eh
charge: 0
total energy: -878.51973 Ha
HOMO-LUMO gap (alpha / beta): 6.444 / 6.444 eV
relative energy (zero: lowest compared OMol25 entry of this formula, charge and spin): 4.8882 eV
spin multiplicity: 1